(1)
76
Properties=species:S:1:pos:R:3 method="wB97M-V/def2-TZVPD" e_homo_ev=-7.9 multiplicity=1 smiles=CCP(C)[C@H](OCCCCN)[C@@H](O[C@@H](CCCO)OC[C@@H](C)O)B(O)OC.OCCO energy_ev=-50313.554
C 2.68589 0.23236 5.06153
C 2.67460 0.88475 3.60495
P 0.87336 1.01288 3.09454
C 0.65634 2.83120 2.60269
C 0.53214 0.08058 1.49403
O -0.81786 -0.44095 1.59363
C -1.60653 0.28973 0.61231
C -3.07036 -0.25456 0.69709
C -3.96167 0.84251 1.37855
C -5.43683 0.31414 1.45975
N -5.70238 -0.12779 2.86508
C 1.48168 -1.13052 1.22193
O 2.78281 -0.73616 0.74855
C 2.77306 -0.49217 -0.64730
C 3.56069 0.83773 -0.94508
C 2.57361 2.03108 -1.18534
C 1.84364 1.94256 -2.54876
O 1.53446 3.25710 -3.02281
O 3.46162 -1.51268 -1.34604
C 2.65110 -2.64179 -1.60266
C 1.54756 -2.39404 -2.70650
C 0.08590 -2.36988 -2.11071
O 1.81076 -1.21028 -3.46280
B 1.56613 -2.20933 2.43209
O 2.69560 -3.08903 2.41594
O 0.58812 -2.33651 3.43727
C -0.23899 -3.45292 3.01486
H 1.71387 0.49488 5.54218
H 3.47808 0.65207 5.70905
H 2.70846 -0.87693 5.00427
H 3.12866 1.89278 3.74188
H 3.29612 0.22039 2.97302
H 1.47790 3.18579 1.93227
H 0.66455 3.49656 3.48800
H -0.32179 2.98077 2.09082
H 0.62580 0.78736 0.64174
H -1.18874 0.06824 -0.40018
H -1.51619 1.36108 0.88381
H -3.11031 -1.22551 1.23274
H -3.43137 -0.39252 -0.34795
H -3.56804 1.17678 2.35892
H -3.97183 1.70885 0.67750
H -6.17835 1.11763 1.24275
H -5.60769 -0.50864 0.73031
H -6.25848 -0.97764 2.82781
H -4.79603 -0.34154 3.27061
H 1.01408 -1.69711 0.37030
H 1.74253 -0.31216 -1.04259
H 4.05196 0.65538 -1.92952
H 4.34109 1.05303 -0.19409
H 1.82130 2.10572 -0.37234
H 3.16770 2.96946 -1.14888
H 2.42768 1.38903 -3.32236
H 0.86354 1.41021 -2.47145
H 0.84949 3.17488 -3.69736
H 3.33172 -3.41237 -2.03109
H 2.22383 -3.10727 -0.68374
H 1.55430 -3.24226 -3.42785
H 0.02489 -2.98337 -1.18083
H -0.63320 -2.82591 -2.82365
H -0.23433 -1.34606 -1.82477
H 1.54891 -1.40031 -4.36353
H 2.59649 -3.56289 1.58239
H -1.21290 -3.43519 3.52837
H -0.35973 -3.35727 1.90488
H 0.30638 -4.41348 3.17184
C -1.61016 1.38187 -4.28900
C -3.01725 1.43928 -3.72559
O -3.75982 2.45708 -4.39907
O -0.97871 2.64928 -4.14480
H -1.00747 0.63428 -3.77007
H -1.63540 1.14053 -5.35860
H -2.99338 1.71204 -2.67013
H -3.53082 0.47964 -3.83675
H -3.91742 2.15562 -5.29897
H -1.66440 3.30988 -4.30705


(2)
12
Properties=species:S:1:pos:R:3 method="wB97M-V/def2-TZVPD" e_homo_ev="-7.1 / -6.9" multiplicity=1 energy_ev=-19264.135
C -0.96583 -0.26628 0.98713
C 0.47650 -0.41628 -1.08496
C -0.64633 0.98799 1.60890
N 0.90010 -1.26694 -2.05071
O -0.35035 -0.70331 -0.12211
Cl 1.46657 1.10821 -1.00592
H -1.79416 -0.99013 1.23647
H -0.56451 1.74147 0.82700
H 0.27848 1.04103 2.16233
H -1.41302 1.22178 2.29110
H 1.66366 -1.91217 -2.08542
H 0.94891 -0.54536 -2.76380